The following is a quantum chemistry calculation of a structure of composition C20H28NO2Tl in a non-equilibrium geometry, from the Open Molecules 2025 dataset.

Structure (ORCA input):
```
! RIJCOSX wB97M-V def2-TZVPD def2/J DEFGRID3
* xyz 0 1
Tl 0.982 -2.207 0.352
O 0.032 0.440 -0.109
O 0.616 -1.400 -3.245
N -0.323 -0.678 6.736
C -0.636 -0.571 5.607
C -2.121 0.535 -1.223
C 1.709 1.085 1.898
C 2.118 -0.107 2.569
C 0.604 -1.263 -5.691
C -2.121 0.558 3.924
C 1.534 -2.419 -5.254
C 1.071 1.304 4.078
C -1.078 -1.432 3.291
C 1.732 0.020 3.930
C 1.021 1.927 2.806
C -0.899 1.311 -0.813
C 0.067 1.461 -2.018
C 1.502 -2.432 -3.730
C -1.183 2.614 -0.119
C -2.461 0.299 2.584
C 0.938 0.476 -1.251
C -1.239 -0.489 4.358
C -1.770 -0.911 2.174
C 0.153 -0.633 -4.373
H -0.361 1.060 -2.952
H -0.294 -1.576 -6.226
H 2.545 -2.221 -5.593
H 0.575 0.385 -4.337
H 1.920 0.834 -0.937
H -1.796 -0.358 -1.793
H 1.973 1.364 0.888
H -3.152 0.877 1.956
H -1.890 3.195 -0.730
H -1.759 -1.373 1.182
H 1.115 -0.483 -6.277
H 0.562 2.893 2.564
H -0.936 -0.535 -4.260
H 1.124 -3.386 -3.325
H 0.683 1.786 4.992
H 2.462 -2.252 -3.225
H -0.248 -0.675 7.757
H -1.636 2.488 0.867
H 1.222 -3.398 -5.630
H 0.592 2.428 -2.145
H 2.719 -0.926 2.112
H -2.742 0.219 -0.374
H -0.480 -2.366 3.383
H 1.914 -0.750 4.690
H -0.277 3.218 -0.012
H 1.050 -0.522 -1.689
H -2.740 1.164 -1.885
H -2.391 1.424 4.520
*
```

Its frontier orbital gap is 4.752 eV. The value obtained for the highest occupied orbital energy is -5.2353 eV. The calculation puts the lowest unoccupied orbital energy at -0.0178 Eh. The energy relative to the best compared isomer or geometry (same formula, charge and spin) is 0.00 kcal/mol. The energy is -31464.9198 eV.